{"formula": "C49H98FN4O10", "method": "the ωB97M-V functional and the def2-TZVPD basis", "total_energy_ha": -2996.3183, "homo_lumo_gap_ev": 7.94, "charge": 1, "homo_energy_ev": -10.30, "symbols": ["C", "C", "O", "C", "C", "C", "C", "C", "O", "C", "C", "C", "C", "C", "C", "C", "N", "C", "C", "N", "C", "C", "C", "C", "C", "C", "O", "C", "N", "C", "C", "C", "O", "F", "C", "C", "O", "C", "N", "H", "H", "H", "H", "H", "H", "H", "H", "H", "H", "H", "H", "H", "H", "H", "H", "H", "H", "H", "H", "H", "H", "H", "H", "H", "H", "H", "H", "H", "H", "H", "H", "H", "H", "H", "H", "H", "H", "H", "H", "H", "H", "H", "H", "H", "H", "H", "H", "C", "C", "O", "C", "C", "H", "H", "H", "H", "H", "H", "H", "H", "H", "H", "C", "C", "O", "C", "C", "H", "H", "H", "H", "H", "H", "H", "H", "H", "H", "C", "C", "O", "C", "C", "H", "H", "H", "H", "H", "H", "H", "H", "H", "H", "C", "C", "O", "C", "C", "H", "H", "H", "H", "H", "H", "H", "H", "H", "H", "C", "C", "O", "C", "C", "H", "H", "H", "H", "H", "H", "H", "H", "H", "H"], "coordinates": [[-3.3202, 0.2318, 3.3624], [-3.4132, -0.4117, 1.8658], [-2.2637, -1.2570, 1.5682], [-2.5213, -2.1393, 0.4565], [-1.3806, -2.2674, -0.7135], [-0.4647, -0.9576, -0.7812], [-0.9615, 0.2139, -1.7564], [-2.5416, 0.3519, -1.9647], [-0.3241, 1.4479, -1.2731], [-1.1197, 2.0714, -0.2342], [-0.2967, 3.0343, 0.7421], [0.6647, 2.3110, 1.7652], [1.5045, 3.0966, 2.8198], [1.3471, 4.6528, 2.8298], [0.4067, 5.3854, 1.8003], [-0.4301, 4.5808, 0.7512], [-0.7209, -3.6399, -0.8337], [-0.4620, -4.1486, -2.2268], [0.0693, -3.0826, -3.2940], [1.5591, -2.8889, -3.3156], [0.6166, -3.8526, -0.1635], [0.7915, -3.2052, 1.2951], [2.1321, -2.2768, 1.4408], [1.8199, -1.2802, 2.6801], [3.3061, -3.2815, 1.9753], [-1.6385, -4.4962, 0.0397], [-2.4124, -5.5660, -0.6085], [-1.7229, -6.7791, -0.3293], [-1.3260, -7.8405, 0.0931], [-2.8264, -3.6774, 0.8297], [-4.3522, -4.0692, 0.5392], [-4.8613, -3.6309, -0.9420], [-4.7962, -4.3898, -1.9248], [-5.4383, -2.3249, -1.1739], [-2.5513, -4.1723, 2.3531], [-3.4685, -3.4662, 3.4675], [-2.5749, -2.6720, 4.3278], [-4.1100, -4.5894, 4.4638], [-4.8239, -3.8679, 5.5593], [-3.2561, 1.3752, 3.2740], [-4.2794, 0.0090, 3.9586], [-2.3875, -0.1115, 3.9309], [-3.5350, 0.4768, 1.1552], [-4.4140, -0.9935, 1.8236], [-3.3269, -1.5421, -0.1277], [-2.0731, -2.3160, -1.6447], [0.5653, -1.3068, -1.1915], [-0.2250, -0.4817, 0.2375], [-0.4883, 0.0398, -2.7995], [-2.8711, -0.5295, -2.6418], [-3.1641, 0.4242, -1.0128], [-2.7077, 1.2947, -2.6184], [-1.6596, 1.3077, 0.4525], [-1.8906, 2.7491, -0.7759], [0.7382, 1.1723, 1.7323], [2.1672, 2.5397, 3.5706], [1.9226, 5.2732, 3.6037], [0.2701, 6.5234, 1.8092], [-1.1457, 5.0495, -0.0006], [0.3263, -4.9965, -2.1853], [-1.3844, -4.6400, -2.7289], [-0.1915, -3.5331, -4.3335], [-0.4686, -2.0672, -3.2867], [1.9307, -3.3880, -4.1365], [1.6999, -1.8828, -3.5458], [1.5162, -3.4710, -0.7888], [0.8151, -4.9894, -0.0549], [-0.1129, -2.6326, 1.6954], [0.9678, -4.0777, 2.0404], [2.4089, -1.7413, 0.4708], [1.7632, -1.8737, 3.6728], [2.5806, -0.4323, 2.7584], [0.7509, -0.8606, 2.5252], [3.2797, -3.3514, 3.1297], [4.3504, -2.9635, 1.6331], [3.0715, -4.3437, 1.6008], [-1.1300, -5.1082, 0.8799], [-4.5905, -5.1906, 0.7006], [-5.0798, -3.5192, 1.2559], [-1.4552, -4.0007, 2.6863], [-2.7149, -5.3095, 2.3583], [-4.2407, -2.7263, 3.0709], [-2.3429, -3.1879, 5.1329], [-3.2184, -5.1392, 4.9649], [-4.7412, -5.3622, 3.9080], [-5.7815, -4.2104, 5.7029], [-4.2839, -3.8727, 6.4428], [4.2569, -4.7414, -1.6379], [4.7251, -3.9008, -2.8142], [6.0403, -3.3901, -2.6581], [7.0783, -4.3527, -2.5101], [7.2016, -5.2984, -3.6920], [4.3008, -4.1597, -0.7106], [3.2278, -5.0777, -1.7951], [4.8790, -5.6266, -1.4958], [4.0647, -3.0361, -2.9116], [4.6441, -4.4579, -3.7536], [6.9488, -4.9063, -1.5739], [8.0115, -3.7912, -2.4084], [6.2971, -5.8928, -3.8368], [8.0352, -5.9884, -3.5410], [7.3747, -4.7366, -4.6142], [10.6705, -8.6904, -0.8956], [9.1713, -8.7051, -1.1422], [8.8220, -8.8698, -2.5103], [9.2679, -10.0666, -3.1366], [8.7367, -11.3290, -2.4795], [11.1461, -7.8944, -1.4780], [10.8811, -8.5253, 0.1642], [11.1410, -9.6311, -1.1865], [8.7544, -7.7446, -0.8280], [8.6796, -9.4688, -0.5314], [10.3614, -10.0798, -3.1897], [8.9102, -10.0294, -4.1697], [9.0698, -11.4226, -1.4439], [9.0792, -12.2127, -3.0229], [7.6431, -11.3245, -2.4720], [3.6464, 5.2709, -1.1595], [4.3041, 3.9726, -0.7234], [3.3831, 2.9079, -0.5274], [2.6148, 2.5210, -1.6592], [3.4588, 2.0494, -2.8319], [2.8964, 5.5847, -0.4256], [4.3939, 6.0621, -1.2598], [3.1382, 5.1683, -2.1200], [4.8005, 4.1354, 0.2366], [5.0867, 3.6717, -1.4273], [1.9448, 3.3345, -1.9565], [1.9732, 1.6986, -1.3338], [4.1174, 2.8361, -3.2051], [2.8173, 1.7298, -3.6573], [4.0913, 1.2081, -2.5336], [-4.9023, 9.1073, -1.4688], [-4.3681, 7.6882, -1.3756], [-3.3306, 7.5335, -0.4152], [-3.6651, 7.8469, 0.9318], [-4.7953, 6.9978, 1.4878], [-4.0937, 9.8052, -1.7094], [-5.6693, 9.1760, -2.2442], [-5.3476, 9.4381, -0.5289], [-3.9416, 7.4093, -2.3426], [-5.1757, 6.9759, -1.1786], [-3.8900, 8.9143, 1.0262], [-2.7646, 7.6684, 1.5272], [-5.7255, 7.1414, 0.9344], [-4.9841, 7.2542, 2.5330], [-4.5400, 5.9358, 1.4283], [-8.3296, 14.3646, 0.8548], [-8.2294, 12.9758, 0.2466], [-6.9330, 12.4016, 0.3516], [-6.4281, 12.2192, 1.6687], [-7.2914, 11.3104, 2.5272], [-7.6068, 15.0404, 0.3859], [-9.3345, 14.7709, 0.7140], [-8.1199, 14.3571, 1.9258], [-8.4544, 13.0429, -0.8208], [-8.9777, 12.3028, 0.6771], [-6.2746, 13.1898, 2.1518], [-5.4369, 11.7676, 1.5640], [-8.2944, 11.7163, 2.6725], [-6.8383, 11.1758, 3.5124], [-7.4007, 10.3298, 2.0551]]}